Record 1
{
  "formula": "C3H7NO2S",
  "method": "wB97M-V/def2-TZVPD",
  "energy_ha": -721.83415,
  "e_lumo_ev": 0.663,
  "e_above_lowest_kcal_mol": 80.6,
  "homo_ev": -9.523,
  "elements": ["C", "C", "C", "N", "O", "O", "S", "H", "H", "H", "H", "H", "H", "H"],
  "xyz": [[-1.5805, -0.2676, 0.0797], [-2.2250, 0.9850, -0.4711], [2.4022, -1.1402, 0.2891], [-0.3850, -0.4745, 0.3059], [1.9302, -0.2926, -0.6994], [1.1103, 1.3092, 0.9711], [0.6986, 0.7427, -0.2906], [-2.4540, -0.9340, 0.2367], [-2.1897, 1.8259, 0.3470], [-3.1086, 0.9260, -0.9475], [-1.5584, 1.4076, -1.2319], [3.4313, -1.2205, -0.0393], [2.0344, -0.6959, 1.1900], [1.8942, -2.1710, 0.2603]],
  "forces_ev_per_angstrom": [[-4.2, 1.1, -1.0], [4.7, 2.8, 2.0], [-1.1, -2.3, -0.2], [1.7, -0.9, -0.6], [-2.4, 1.7, -2.2], [0.1, 1.3, 0.5], [1.3, -1.8, 0.5], [1.3, -0.8, 0.8], [-0.5, -1.6, -1.3], [-3.4, -0.7, -0.9], [0.0, 0.1, 0.0], [0.5, -0.2, 1.3], [1.3, 0.0, 1.3], [0.7, 1.3, -0.3]],
  "nbo_charge": [0.180, -0.712, -0.278, -0.628, -0.706, -0.947, 1.631, 0.174, 0.248, 0.224, 0.223, 0.204, 0.213, 0.174]
}

Record 2
{
  "formula": "C6H10N2",
  "method": "wB97M-V/def2-TZVPD",
  "energy_ha": -343.83447,
  "e_lumo_ev": [0.576, -0.729],
  "e_above_lowest_kcal_mol": 189.7,
  "homo_ev": [-8.472, -7.148],
  "elements": ["C", "N", "C", "C", "C", "C", "C", "N", "H", "H", "H", "H", "H", "H", "H", "H", "H", "H"],
  "xyz": [[1.9364, 0.4632, -1.1480], [-1.9640, 0.2084, -0.7897], [-1.4975, -0.8096, -0.0594], [1.5604, 0.1155, 0.2651], [-1.8619, 1.0945, 0.4243], [-1.7944, -2.0626, 0.2032], [2.5076, -0.0648, 1.1942], [-2.6421, 1.8265, 1.0313], [-1.5221, 0.4785, -1.6595], [-3.5293, 2.1693, 0.6647], [0.5377, 0.3516, 0.6758], [2.4556, 1.4227, -1.1905], [2.6890, -0.2143, -1.5573], [1.0771, 0.3909, -1.8154], [-2.8135, -2.3772, 0.3895], [-1.0369, -2.8278, 0.1350], [3.5458, 0.1955, 1.0157], [2.3523, -0.3604, 2.2212]],
  "forces_ev_per_angstrom": [[0.1, -0.3, -0.1], [-1.3, 3.4, 2.8], [1.7, -4.1, -1.8], [0.2, 1.2, 1.6], [-1.5, 1.2, -1.3], [-0.3, 0.4, 0.0], [0.0, 0.2, -0.1], [0.9, -0.2, -0.3], [0.4, -0.1, 0.0], [0.0, -0.3, -0.2], [0.8, -1.1, -0.9], [-0.5, 0.3, -0.1], [-0.2, -0.3, 0.2], [0.1, 0.4, -0.1], [-0.3, -0.2, -0.1], [0.3, -0.1, 0.8], [0.2, -0.7, -0.5], [-0.6, 0.3, 0.1]],
  "nbo_charge": [-0.659, -0.674, 0.165, -0.189, 0.444, -0.461, -0.396, -0.664, 0.410, 0.376, 0.217, 0.223, 0.221, 0.202, 0.192, 0.217, 0.180, 0.196]
}

Record 3
{
  "formula": "C5H7NO",
  "method": "wB97M-V/def2-TZVPD",
  "energy_ha": -324.67196,
  "e_lumo_ev": 0.660,
  "smiles": "C[C@H](C#N)/C=C\\O",
  "e_above_lowest_kcal_mol": 32.9,
  "homo_ev": -9.531,
  "elements": ["C", "C", "C", "N", "C", "C", "O", "H", "H", "H", "H", "H", "H", "H"],
  "xyz": [[-0.5544, 0.6384, 1.5109], [0.1719, 0.5235, 0.1578], [0.2375, 1.8389, -0.5015], [0.3256, 2.8927, -0.9711], [-0.5169, -0.5914, -0.5991], [0.1335, -1.6892, -0.9882], [1.4694, -1.7097, -1.2329], [-0.1100, 1.3967, 2.1602], [-0.5101, -0.3342, 2.0101], [-1.6071, 0.8892, 1.3448], [1.2115, 0.2243, 0.3462], [-1.5993, -0.5906, -0.5831], [-0.3246, -2.6673, -1.1007], [1.6731, -0.8212, -1.5534]],
  "forces_ev_per_angstrom": [[0.0, 0.0, 0.1], [0.0, 0.0, 0.0], [0.0, 0.9, -0.4], [-0.1, -1.0, 0.4], [0.0, -0.3, 0.1], [-0.3, 0.2, 0.0], [0.1, 0.1, 0.0], [0.0, -0.1, -0.1], [0.0, 0.2, -0.1], [0.2, 0.0, 0.1], [-0.1, 0.1, 0.0], [0.0, -0.1, 0.2], [-0.1, 0.2, -0.3], [0.4, -0.2, 0.1]],
  "nbo_charge": [-0.577, -0.366, 0.285, -0.325, -0.313, 0.173, -0.674, 0.223, 0.222, 0.215, 0.247, 0.220, 0.188, 0.483]
}

Record 4
{
  "formula": "C3H8NS",
  "method": "wB97M-V/def2-TZVPD",
  "energy_ha": -571.67599,
  "e_lumo_ev": -5.765,
  "total_charge": 1,
  "e_above_lowest_kcal_mol": 59.1,
  "homo_ev": -14.731,
  "elements": ["C", "C", "C", "N", "S", "H", "H", "H", "H", "H", "H", "H", "H"],
  "xyz": [[0.8653, -0.9433, 0.9126], [0.5614, 0.5608, 1.2386], [-0.4947, -0.3282, 0.6944], [-0.1076, 0.5110, -1.8395], [-2.0368, -0.7648, 0.4774], [1.5454, -1.2257, 0.0520], [0.9699, -1.8031, 1.5232], [0.3909, 0.9760, 2.3331], [0.9389, 1.2430, 0.5068], [-0.4251, -0.3102, -2.1742], [0.8381, 0.5135, -1.9238], [-0.3527, 1.2464, -2.4422], [-2.6929, 0.3245, 0.6416]],
  "forces_ev_per_angstrom": [[-0.4, 1.1, -2.0], [-1.1, -1.0, 2.2], [1.8, 0.1, 0.2], [-1.0, 2.4, 2.5], [0.8, -2.3, -0.2], [-1.1, 1.1, 0.5], [-0.4, -0.2, 1.5], [0.5, -1.0, -2.4], [0.3, 0.4, -0.1], [-1.4, -3.3, -1.6], [3.6, -0.3, -0.1], [-1.1, 1.1, -0.9], [-0.6, 2.0, 0.4]],
  "nbo_charge": [-0.455, -0.436, 0.044, -1.043, 0.494, 0.286, 0.280, 0.291, 0.289, 0.361, 0.360, 0.384, 0.145]
}